1.
A molecular structure, C4H10N2O3 in a non-equilibrium geometry. Source: the Open Molecules 2025 dataset; level of theory: ωB97M-V/def2-TZVPD.

Each line ends with the Mulliken charge.
Geometry (Å):
C 0.44 -1.92 -0.37  -1.038
N 0.28 -0.71 0.43  -0.207
C -1.07 -0.34 0.95  0.628
O -1.95 -1.37 0.78  -0.483
O -1.15 0.43 1.89  -0.640
H -2.71 -1.18 1.35  0.358
H 0.91 -0.71 1.22  0.322
H 0.24 -2.83 0.20  0.309
H 1.46 -1.95 -0.76  0.372
H -0.27 -1.88 -1.19  0.360
C 1.02 1.95 0.17  -1.247
C 0.56 0.84 -0.72  1.038
O -1.23 0.77 -0.59  -0.651
N 1.01 0.66 -1.88  -0.710
H -1.58 1.57 -0.17  0.334
H 0.59 -0.07 -2.43  0.248
H 0.72 2.90 -0.28  0.320
H 0.60 1.89 1.17  0.375
H 2.11 1.95 0.24  0.313

Values from the calculation:
ΔE to the lowest compared entry with this formula, charge and spin = 72.7 kcal per mole
charge = 0
HOMO = -9.43 eV
gap between HOMO and LUMO = 10.06 eV


2.
A gas-phase ion, C4H10N2O3P (charge +1) in a non-equilibrium geometry. Source: the Open Molecules 2025 dataset; level of theory: ωB97M-V/def2-TZVPD.

Each line ends with the Mulliken charge.
Geometry (Å):
C -1.42 0.60 -0.82  0.636
C -2.53 0.91 -1.60  -1.072
C -1.72 -1.17 0.77  -0.877
C 3.00 -0.79 1.43  -0.706
N 1.79 -0.29 -1.60  -0.555
N -0.97 -0.23 0.04  0.168
O 0.23 0.06 0.72  -0.285
O 1.25 1.95 -0.46  -0.457
O 2.70 0.52 0.89  -0.309
P 1.60 0.47 -0.22  1.068
H -2.35 1.85 -2.07  0.348
H -3.26 1.25 -0.88  0.381
H -3.03 0.22 -2.28  0.389
H -1.12 -2.13 0.90  0.317
H -2.16 -0.92 1.77  0.332
H -2.61 -1.53 0.09  0.344
H 3.24 -1.33 0.52  0.401
H 2.08 -1.39 1.71  0.251
H 3.71 -0.63 2.18  0.257
H 1.57 2.59 -1.09  0.370

Values from the calculation:
ΔE to the lowest compared entry with this formula, charge and spin = 123.3 kcal per mole
charge = +1
HOMO (spin up / spin down) = -13.05 / -13.67 eV
gap between HOMO and LUMO (spin up / spin down) = 8.07 / 7.46 eV